Entry 1:
DFT (wB97M-V/def2-TZVPD) results for C28H25Cl2N6O3PdSi as an isolated structure.

Values from the calculation:
charge	+1
total energy	-80923.1424	eV
HOMO energy (alpha / beta)	-10.8 / -10.8	eV
LUMO (alpha / beta)	-0.1919 / -0.1919	hartree
gap between HOMO and LUMO (alpha / beta)	5.561 / 5.581	eV
largest force on an atom	0.059	Eh/bohr

Positions of all 66 atoms, in Å:
Pd  -0.04  0.00  -0.18
Cl  -4.85  5.15  -0.98
C  -3.51  4.23  -0.48
C  -3.10  3.18  -1.21
C  -1.97  2.38  -0.78
N  -1.50  1.33  -1.38
C  -1.89  0.86  -2.66
O  -2.41  1.54  -3.50
C  -1.50  -0.57  -2.91
C  -1.93  -1.18  -4.08
C  -1.59  -2.50  -4.30
C  -0.85  -3.17  -3.34
C  -0.45  -2.49  -2.20
N  -0.75  -1.21  -2.00
C  -1.25  2.78  0.52
C  -1.76  3.94  1.24
C  -2.82  4.61  0.78
Cl  -3.43  5.95  1.65
N  -0.26  2.04  0.88
C  0.62  2.30  1.96
O  0.78  3.38  2.47
C  1.39  1.08  2.41
C  2.19  1.20  3.53
C  2.82  0.06  4.01
C  2.60  -1.15  3.37
C  1.79  -1.17  2.24
N  1.22  -0.07  1.76
H  -3.61  2.92  -2.13
H  -2.54  -0.61  -4.78
H  -1.92  -3.01  -5.20
H  -0.57  -4.21  -3.47
H  0.11  -2.97  -1.41
H  -1.28  4.24  2.16
H  2.29  2.16  4.02
H  3.46  0.11  4.88
H  3.05  -2.07  3.72
H  1.56  -2.09  1.72
C  -3.78  -1.77  2.00
Si  -1.92  -1.65  2.17
C  -1.26  -3.34  2.64
C  -1.55  -0.46  3.58
O  -1.26  -1.18  0.77
H  -4.24  -2.18  2.91
H  -4.06  -2.42  1.17
H  -4.22  -0.79  1.82
H  -1.81  -3.76  3.49
H  -0.20  -3.31  2.93
H  -1.36  -4.04  1.81
H  -2.06  -0.78  4.49
H  -1.90  0.55  3.35
H  -0.48  -0.40  3.81
N  2.77  1.60  -3.00
C  1.64  1.62  -2.27
N  1.57  0.60  -1.45
C  2.72  -0.14  -1.65
C  3.14  -1.35  -1.09
C  4.34  -1.86  -1.51
C  5.12  -1.21  -2.49
C  4.71  -0.03  -3.07
C  3.49  0.48  -2.64
H  3.02  2.29  -3.70
H  0.90  2.40  -2.36
H  2.54  -1.85  -0.35
H  4.70  -2.80  -1.10
H  6.06  -1.65  -2.79
H  5.30  0.46  -3.83

Entry 2:
DFT (wB97M-V/def2-TZVPD) results for C28H25ClN8O3S2Zr as an isolated structure.

Values from the calculation:
charge	+2
total energy	-82968.2844	eV
HOMO energy	-12.8	eV
LUMO	-0.2450	hartree
gap between HOMO and LUMO	6.098	eV
largest force on an atom	0.063	Eh/bohr

Positions of all 68 atoms, in Å:
Zr  12.36  14.99  10.00
Cl  5.16  17.21  9.72
C  6.92  16.91  9.61
C  7.47  16.68  8.35
C  8.84  16.48  8.16
C  9.71  16.36  9.22
O  10.98  15.97  9.04
C  9.22  16.51  10.57
C  10.10  16.24  11.63
N  11.45  16.31  11.55
C  12.24  16.55  12.65
C  11.79  16.83  13.92
C  12.67  17.23  14.94
C  14.08  17.12  14.74
C  14.57  16.76  13.42
C  15.86  16.96  12.93
C  16.19  16.80  11.60
C  15.21  16.52  10.66
N  14.00  16.21  11.11
C  13.62  16.45  12.41
C  7.83  16.89  10.72
H  6.87  16.71  7.48
H  9.25  16.32  7.17
H  9.61  15.80  12.55
H  10.74  16.61  14.09
H  12.30  17.59  15.87
H  14.75  17.39  15.54
H  16.62  17.18  13.71
H  17.22  16.95  11.19
H  15.37  16.45  9.60
H  7.33  17.01  11.70
N  13.48  7.30  12.07
C  12.99  8.53  11.73
C  11.61  8.79  11.83
C  11.16  10.13  11.89
C  12.06  11.16  11.67
C  13.39  10.88  11.37
C  13.86  9.59  11.42
S  11.55  12.81  11.86
O  12.82  13.64  11.68
O  10.85  13.12  13.11
N  10.61  13.36  10.67
C  10.66  12.70  9.40
N  9.85  11.72  9.06
C  9.65  11.48  7.79
C  10.49  11.98  6.78
C  11.48  12.90  7.26
N  11.55  13.23  8.53
H  12.91  6.65  12.57
H  14.49  7.19  12.22
H  10.86  8.04  11.69
H  10.14  10.37  12.07
H  14.11  11.69  11.19
H  14.92  9.39  11.32
H  8.78  10.83  7.64
H  10.39  11.74  5.72
H  12.25  13.30  6.63
C  13.05  17.75  5.61
N  13.16  16.51  6.46
C  14.29  15.99  6.95
N  15.49  16.43  6.48
S  14.31  14.62  8.08
H  12.15  18.31  5.79
H  13.10  17.57  4.53
H  13.89  18.38  5.87
H  12.31  16.19  6.92
H  15.56  17.17  5.80
H  16.25  15.97  6.93

Entry 3:
DFT (wB97M-V/def2-TZVPD) results for C28H25F4N3O4ReSSbSe4 as an isolated structure.

Values from the calculation:
charge	+2
total energy	-333843.8296	eV
HOMO energy (alpha / beta)	-12.5 / -12.4	eV
LUMO (alpha / beta)	-0.2711 / -0.2642	hartree
gap between HOMO and LUMO (alpha / beta)	5.100 / 5.234	eV
largest force on an atom	0.010	Eh/bohr
relative energy (zero: lowest compared OMol25 entry of this formula, charge and spin)	11.4	kcal per mole

Positions of all 71 atoms, in Å:
Re  0.13  1.64  -4.23
F  -1.31  3.12  2.47
C  -0.20  2.52  1.98
C  -0.11  2.26  0.66
C  1.02  1.58  0.17
C  1.16  1.34  -1.26
O  0.21  1.70  -2.02
C  2.35  0.71  -1.68
C  3.27  0.32  -0.74
N  3.13  0.50  0.58
C  4.20  0.09  1.47
C  4.84  -1.25  1.26
C  3.93  -1.04  2.44
C  2.02  1.17  1.07
C  1.91  1.48  2.43
C  0.81  2.17  2.90
N  0.64  2.50  4.25
C  1.21  1.70  5.31
C  0.21  1.62  6.46
N  -0.17  3.01  6.89
C  -0.69  3.86  5.75
C  0.35  3.86  4.65
C  2.75  0.50  -3.10
O  3.74  -0.12  -3.38
O  1.95  0.98  -4.04
H  -0.89  2.55  -0.03
H  4.19  -0.15  -1.07
H  4.83  0.91  1.79
H  5.90  -1.32  1.42
H  4.46  -1.87  0.45
H  4.37  -0.97  3.42
H  2.96  -1.50  2.39
H  2.70  1.22  3.11
H  2.16  2.09  5.67
H  1.39  0.68  4.95
H  0.63  1.11  7.33
H  -0.71  1.13  6.14
H  0.65  3.47  7.29
H  -0.86  2.96  7.63
H  -0.88  4.85  6.15
H  -1.62  3.40  5.41
H  1.26  4.37  5.00
H  -0.03  4.44  3.81
Se  -4.18  0.07  -4.87
Sb  -3.41  2.14  -5.57
Se  -0.06  1.66  -6.41
Se  -1.86  2.90  -3.64
Se  -3.49  3.64  -7.31
F  1.76  4.05  -4.86
C  1.25  3.53  -3.72
F  2.30  3.34  -2.89
F  0.52  4.51  -3.15
C  -5.74  -7.63  -2.17
C  -4.83  -6.45  -2.22
O  -4.91  -5.47  -1.54
S  -3.50  -6.67  -3.46
C  -2.78  -5.06  -3.47
C  -2.37  -4.43  -2.30
C  -1.81  -3.18  -2.35
C  -1.64  -2.54  -3.60
C  -2.03  -3.19  -4.78
C  -2.60  -4.44  -4.71
C  -1.11  -1.25  -3.67
C  -0.63  -0.12  -3.81
H  -6.31  -7.60  -1.24
H  -5.19  -8.57  -2.27
H  -6.44  -7.57  -3.01
H  -2.50  -4.93  -1.35
H  -1.50  -2.67  -1.45
H  -1.89  -2.70  -5.73
H  -2.92  -4.95  -5.62

Entry 4:
DFT (wB97M-V/def2-TZVPD) results for C28H25F5GeMnN3OSTe as an isolated structure.

Values from the calculation:
charge	+1
total energy	-155505.7338	eV
HOMO energy (alpha / beta)	-11.6 / -11.6	eV
multiplicity	4
LUMO (alpha / beta)	-0.1712 / -0.1886	hartree
gap between HOMO and LUMO (alpha / beta)	6.932 / 6.462	eV
largest force on an atom	0.014	Eh/bohr
relative energy (zero: lowest compared OMol25 entry of this formula, charge and spin)	0.0	kcal per mole

Positions of all 66 atoms, in Å:
Mn  -1.23  -0.40  0.69
C  -0.37  -1.42  5.21
N  -0.99  -2.28  4.20
C  -2.03  -3.16  4.44
C  -2.38  -3.69  3.26
N  -1.54  -3.14  2.30
C  -0.70  -2.26  2.90
S  0.50  -1.28  2.16
C  -1.64  -3.40  0.92
C  -1.86  -4.70  0.50
C  -2.03  -4.93  -0.86
C  -1.96  -3.87  -1.74
C  -1.71  -2.61  -1.23
N  -1.54  -2.37  0.07
H  -0.52  -1.87  6.18
H  -0.82  -0.43  5.17
H  0.70  -1.34  5.01
H  -2.43  -3.31  5.43
H  -3.17  -4.38  3.00
H  -1.90  -5.50  1.22
H  -2.21  -5.94  -1.22
H  -2.10  -4.00  -2.80
H  -1.69  -1.73  -1.87
C  0.30  -0.30  -0.51
Ge  1.13  1.41  -1.02
C  2.20  1.20  0.59
C  3.20  0.22  0.57
C  3.99  0.00  1.69
C  3.78  0.75  2.84
C  2.79  1.72  2.87
C  1.99  1.94  1.76
C  -0.09  2.88  -1.28
C  -0.75  3.58  -0.27
C  -1.65  4.60  -0.59
C  -1.90  4.92  -1.92
C  -1.24  4.23  -2.93
C  -0.34  3.22  -2.61
C  2.18  1.09  -2.62
C  1.86  0.07  -3.52
C  2.62  -0.12  -4.66
C  3.70  0.70  -4.92
C  4.03  1.72  -4.03
C  3.27  1.91  -2.89
H  0.77  -1.22  -0.86
H  3.39  -0.33  -0.34
H  4.77  -0.76  1.66
H  4.40  0.58  3.71
H  2.64  2.31  3.77
H  1.21  2.69  1.81
H  -0.60  3.34  0.76
H  -2.15  5.14  0.20
H  -2.60  5.70  -2.16
H  -1.43  4.47  -3.96
H  0.17  2.70  -3.41
H  1.01  -0.57  -3.34
H  2.36  -0.91  -5.36
H  4.30  0.56  -5.81
H  4.87  2.37  -4.23
H  3.54  2.71  -2.20
F  -5.78  1.32  0.05
Te  -3.91  0.88  -0.05
F  -4.54  -0.84  -0.36
F  -2.70  -0.63  1.80
F  -4.06  1.43  -1.83
F  -0.92  1.21  1.34
O  -2.16  0.14  -0.71